[1]
The following is a DFT calculation (ωB97M-V/def2-TZVPD) of a structure of composition C54H58BrGe2NO5P2SSr in a non-equilibrium geometry.

Cartesian coordinates (Å):
Sr -0.12809 1.49186 0.75935
Br -0.61671 5.83729 0.36252
C -1.17603 4.72164 1.79007
C -2.29215 5.09720 2.52491
C -2.60816 4.34845 3.63583
C -1.81353 3.26668 3.98412
C -0.76551 2.93440 3.16066
N -0.42489 3.68059 2.06689
C 0.20710 1.72814 3.58440
O 0.13418 1.32222 4.72741
O 1.03837 1.31337 2.69076
H -2.87978 5.95168 2.22473
H -3.48425 4.59807 4.22057
H -1.99076 2.66627 4.86509
C 5.33959 1.77999 3.14976
C 3.84655 1.52454 2.95845
Ge 3.16591 2.32164 1.28534
C 2.70018 4.23546 1.44790
C 3.95926 5.10201 1.46034
C 4.70862 2.29580 0.05938
C 4.42214 1.72671 -1.12057
Ge 2.53923 1.12780 -1.02727
C 1.42969 1.96354 -2.44078
C 1.93805 1.79998 -3.87087
C 2.46009 -0.84762 -0.89331
C 3.07242 -1.69801 -2.00313
C 5.39919 1.58719 -2.23456
C 5.13169 0.77109 -3.32849
C 6.04863 0.60673 -4.35785
C 7.26257 1.27165 -4.31724
C 7.54544 2.10194 -3.23965
C 6.62832 2.25680 -2.21667
H 5.67695 1.39519 4.11461
H 5.58638 2.84331 3.12234
H 5.93375 1.29341 2.37456
H 3.25762 1.93325 3.77875
H 3.64024 0.45340 2.94049
H 2.10625 4.38943 2.34832
H 2.07072 4.50468 0.59896
H 4.61684 4.85844 2.29704
H 3.69846 6.15913 1.55006
H 4.53672 4.98229 0.54300
H 5.70018 2.68529 0.27990
H 1.36012 3.02192 -2.17498
H 0.41078 1.56708 -2.36465
H 2.93943 2.21221 -3.99242
H 1.27835 2.32118 -4.56754
H 1.96990 0.75219 -4.17424
H 1.39945 -1.10919 -0.79784
H 2.92533 -1.07268 0.07087
H 2.62474 -1.48284 -2.97554
H 2.90724 -2.75992 -1.80599
H 4.14854 -1.54279 -2.08452
H 4.18676 0.24408 -3.38269
H 5.81003 -0.04325 -5.18997
H 7.98101 1.15001 -5.11738
H 8.48848 2.63205 -3.19790
H 6.86852 2.91530 -1.39372
C -0.48032 -3.16519 0.69909
P -0.67033 -1.62636 1.69883
C -2.42801 -1.64958 2.20613
C -2.82105 -0.69153 3.14151
C -4.15267 -0.52476 3.46432
C -5.12354 -1.31501 2.85849
C -4.74115 -2.28235 1.94584
C -3.39816 -2.44763 1.62377
C 0.09271 -2.15283 3.27585
C -0.57909 -2.72449 4.35006
C 0.11521 -3.09849 5.48998
C 1.48647 -2.91117 5.57193
C 2.16923 -2.34861 4.50276
C 1.47235 -1.97298 3.36721
P -0.61145 -2.90777 -1.12601
C -2.39721 -3.14853 -1.43659
C -3.15021 -2.03573 -1.79634
C -4.51716 -2.15222 -2.01652
C -5.13885 -3.38252 -1.88256
C -4.39399 -4.50169 -1.52877
C -3.03357 -4.38458 -1.30948
C 0.03229 -4.49896 -1.77530
C 0.77487 -5.41997 -1.04397
C 1.20338 -6.60846 -1.62347
C 0.89965 -6.89214 -2.94277
C 0.18334 -5.96746 -3.69293
C -0.23898 -4.78498 -3.11579
H -1.10852 -3.98197 1.06496
H 0.56603 -3.42568 0.88501
H -2.07858 -0.06427 3.62169
H -4.43869 0.24530 4.16901
H -6.16961 -1.17320 3.09839
H -5.48242 -2.91040 1.46708
H -3.13569 -3.19747 0.89647
H -1.65032 -2.87208 4.30900
H -0.42187 -3.53604 6.32203
H 2.02088 -3.19472 6.46930
H 3.23781 -2.18620 4.56097
H 2.00478 -1.49947 2.54769
H -2.66874 -1.06876 -1.88634
H -5.09143 -1.27602 -2.29084
H -6.20431 -3.47405 -2.05255
H -4.87712 -5.46480 -1.42278
H -2.45786 -5.26086 -1.03298
H 1.02983 -5.23148 -0.01018
H 1.76958 -7.31601 -1.03124
H 1.22047 -7.82452 -3.38858
H -0.04898 -6.17252 -4.73013
H -0.80067 -4.07354 -3.71152
C -7.07343 2.15461 -4.12341
C -6.01262 2.15637 -3.05940
C -4.97467 3.07828 -3.08532
C -3.95203 3.03717 -2.14775
C -3.97925 2.06150 -1.17054
C -5.01756 1.14230 -1.10182
C -6.02928 1.20021 -2.04287
S -2.68646 1.93514 0.01298
O -3.18591 2.30698 1.31836
O -1.59998 2.84707 -0.47978
O -2.17123 0.53925 -0.03219
H -7.14820 3.12521 -4.61175
H -8.04910 1.89991 -3.70978
H -6.83933 1.41479 -4.89186
H -4.96159 3.84293 -3.85281
H -3.13429 3.74423 -2.17602
H -5.02337 0.38628 -0.32539
H -6.85015 0.49423 -1.98798

The gap between HOMO and LUMO is 8.60 eV. For the HOMO energy, the calculation gives -0.304 Ha. The LUMO energy comes out at 0.319 eV. For the relative energy (zero: lowest compared OMol25 entry of this formula, charge and spin), the calculation gives 0.00 kJ/mol.

=====

[2]
The following is a DFT calculation (ωB97M-V/def2-TZVPD) of a cluster of 11 separate species, C54H60BrF3N10O3PS in total.

Cartesian coordinates (Å):
C -0.94892 -0.62507 -2.01987
S -2.20765 -0.79656 -3.27257
O -2.95783 -2.00881 -2.98739
O -1.43473 -0.84968 -4.50569
P -3.58478 1.00730 -3.35014
O -4.29788 0.26902 -4.61994
F -2.48099 1.71211 -4.31847
F -2.71988 1.67872 -2.08871
Br -4.86585 2.98477 -3.54725
C -4.76544 0.28872 -2.11478
C -6.18900 -0.02807 -2.58745
C -6.44595 -1.47526 -2.98934
F -6.52320 -1.64431 -4.37984
H -0.61263 0.40517 -1.93140
H -0.11927 -1.20000 -2.43065
H -1.22546 -1.07198 -1.06866
H -3.96187 0.65005 -5.44456
H -4.34754 -0.61098 -1.66323
H -4.82781 1.03326 -1.32228
H -6.85573 0.19301 -1.74862
H -6.51649 0.60508 -3.41065
H -5.68003 -2.15105 -2.60674
H -7.42410 -1.79061 -2.61011
N 0.64561 -3.24358 -0.52421
C 1.11087 -3.56872 0.68006
C 2.38258 -4.08254 0.89841
C 3.21217 -4.27630 -0.19588
C 2.74034 -3.94262 -1.45541
C 1.45582 -3.42670 -1.56389
H 0.42581 -3.40867 1.50734
H 2.70927 -4.33159 1.89939
H 4.20699 -4.68726 -0.06718
H 3.35088 -4.08117 -2.33776
H 1.04742 -3.15577 -2.53230
N -1.66822 5.91461 0.40591
C -1.51280 7.03084 -0.30421
C -1.56876 7.07368 -1.68914
C -1.79068 5.88973 -2.37795
C -1.94233 4.71514 -1.66000
C -1.87574 4.78471 -0.27614
H -1.34184 7.93697 0.26999
H -1.44534 8.01311 -2.21196
H -1.84560 5.87766 -3.45879
H -2.11321 3.77085 -2.15560
H -1.99422 3.89005 0.32539
N 5.88700 -6.70439 0.61407
C 5.16158 -7.74256 0.20519
C 5.63715 -8.71801 -0.65845
C 6.93688 -8.60796 -1.12500
C 7.70395 -7.53148 -0.70952
C 7.13368 -6.61150 0.15750
H 4.14756 -7.78922 0.58777
H 5.00113 -9.53962 -0.95767
H 7.34444 -9.34717 -1.80267
H 8.72219 -7.40333 -1.05028
H 7.70093 -5.75470 0.50545
N -3.21003 1.56108 -7.31375
C -2.11224 2.22230 -7.65797
C -1.60391 2.23674 -8.94921
C -2.27198 1.52095 -9.92964
C -3.41687 0.82237 -9.58063
C -3.84304 0.87505 -8.26126
H -1.62071 2.75970 -6.85411
H -0.70442 2.79329 -9.17516
H -1.90459 1.50474 -10.94846
H -3.96828 0.24594 -10.31118
H -4.73331 0.34194 -7.94347
N 1.83094 1.91025 0.41776
C 1.21908 0.87290 0.98327
C 0.40572 0.97750 2.10056
C 0.22088 2.23046 2.66397
C 0.85360 3.32128 2.08846
C 1.63990 3.10594 0.96747
H 1.39200 -0.08903 0.51070
H -0.07171 0.09653 2.51004
H -0.40563 2.35471 3.53831
H 0.73607 4.31766 2.49165
H 2.14662 3.93287 0.48012
N 6.09260 1.61156 -0.90800
C 7.01970 0.73966 -1.31130
C 6.83757 -0.63353 -1.30226
C 5.62849 -1.13376 -0.84392
C 4.65609 -0.24544 -0.42506
C 4.93144 1.11298 -0.47838
H 7.95687 1.16695 -1.65490
H 7.62582 -1.29159 -1.64254
H 5.44576 -2.20103 -0.81429
H 3.69843 -0.59355 -0.06355
H 4.18659 1.82932 -0.16230
N -1.26288 -2.40822 3.45785
C -2.11539 -3.42601 3.55269
C -2.35633 -4.11415 4.73338
C -1.67415 -3.73040 5.87718
C -0.78170 -2.67162 5.78999
C -0.61848 -2.04679 4.56281
H -2.62533 -3.69910 2.63490
H -3.06309 -4.93262 4.75514
H -1.84040 -4.24887 6.81340
H -0.22463 -2.33410 6.65406
H 0.07186 -1.21595 4.45190
N -3.35217 -5.00739 8.41601
C -3.96299 -6.05588 8.96339
C -4.80138 -5.96694 10.06385
C -5.01707 -4.72027 10.62894
C -4.38903 -3.61939 10.07035
C -3.57117 -3.81652 8.96812
H -3.76854 -7.01365 8.49288
H -5.27278 -6.85369 10.46459
H -5.66511 -4.60856 11.48871
H -4.52930 -2.62710 10.47605
H -3.06629 -2.97834 8.49771
N -6.21104 5.97539 -1.32702
C -5.27691 6.44943 -0.51173
C -5.55520 7.14251 0.65994
C -6.88018 7.35743 0.99806
C -7.86857 6.86826 0.15599
C -7.48035 6.18549 -0.98720
H -4.25777 6.25638 -0.81269
H -4.74694 7.49513 1.28669
H -7.14042 7.89252 1.90332
H -8.91783 7.00850 0.38020
H -8.22225 5.78022 -1.66805
N 10.01232 2.75584 0.11724
C 11.01114 3.14197 0.90776
C 10.83354 3.88631 2.06364
C 9.54438 4.25284 2.41825
C 8.49455 3.86057 1.60548
C 8.77682 3.11499 0.46915
H 12.00496 2.83692 0.59587
H 11.68435 4.16973 2.66858
H 9.36264 4.83437 3.31341
H 7.47223 4.12258 1.84110
H 7.98318 2.77995 -0.18544

The gap between HOMO and LUMO is 7.06 eV. For the HOMO energy, the calculation gives -0.195 Ha. Its charge is -1. The LUMO energy comes out at 1.761 eV.

=====

[3]
The following is a DFT calculation (ωB97M-V/def2-TZVPD) of a cluster of 12 separate species, C54H63N9O3 in total in a non-equilibrium geometry.

Cartesian coordinates (Å):
N 12.66299 -12.01294 -12.95146
C 12.00270 -12.02782 -14.18200
C 11.44023 -10.89672 -14.74984
C 11.76652 -9.64394 -14.21248
C 12.40720 -9.60230 -13.01925
C 12.81732 -10.76390 -12.36906
H 11.93944 -13.01429 -14.61705
H 10.87047 -10.99179 -15.66239
H 11.26647 -8.82395 -14.70641
H 12.56089 -8.65112 -12.53137
H 13.37413 -10.82326 -11.44557
N 3.84150 -7.79781 -25.11983
C 2.84226 -6.87524 -24.76838
C 1.73249 -6.62503 -25.64556
C 1.53106 -7.44039 -26.74911
C 2.54291 -8.32794 -27.12423
C 3.71974 -8.37421 -26.34912
H 3.01738 -6.33529 -23.84958
H 0.96065 -5.90354 -25.42169
H 0.59916 -7.24434 -27.25854
H 2.67376 -8.95325 -27.99501
H 4.43646 -9.08548 -26.73226
N 12.31399 -11.33303 -23.87623
C 12.89030 -10.28684 -23.25750
C 14.12067 -10.40094 -22.58489
C 14.76656 -11.69744 -22.57722
C 14.11570 -12.78085 -23.21393
C 12.88007 -12.51189 -23.85399
H 12.32517 -9.36813 -23.31219
H 14.53518 -9.52289 -22.11203
H 15.73782 -11.85964 -22.13366
H 14.49757 -13.79037 -23.25203
H 12.28016 -13.22325 -24.40213
N 0.99607 -9.14251 -16.85216
C 0.17006 -8.57959 -17.75671
C 0.48464 -7.48453 -18.57489
C 1.72994 -6.92397 -18.42762
C 2.68434 -7.60202 -17.63227
C 2.25018 -8.66269 -16.78937
H -0.78487 -9.07496 -17.85208
H -0.17577 -7.18194 -19.37407
H 2.03597 -6.14364 -19.10868
H 3.71296 -7.27415 -17.66142
H 2.82686 -9.41887 -16.27748
N 11.66740 -4.03102 -11.46266
C 11.76420 -3.60323 -10.17350
C 12.07061 -2.26323 -9.77532
C 12.48312 -1.41170 -10.84994
C 12.39025 -1.85538 -12.22916
C 12.07878 -3.24011 -12.50953
H 11.57938 -4.38031 -9.44660
H 12.22498 -1.83465 -8.79609
H 12.86714 -0.42722 -10.62695
H 12.74646 -1.27871 -13.06997
H 12.08417 -3.57410 -13.53658
N 2.77974 -1.08944 -19.71822
C 1.49817 -0.60698 -19.39193
C 0.41990 -0.71017 -20.28393
C 0.56462 -1.39073 -21.50221
C 1.83714 -1.84779 -21.86940
C 2.84974 -1.72865 -20.88165
H 1.31834 -0.26520 -18.38334
H -0.46888 -0.20114 -19.94135
H -0.20188 -1.63151 -22.22394
H 1.92302 -2.21442 -22.88163
H 3.81473 -2.06433 -21.23167
N 10.17879 0.63401 -20.10131
C 11.06986 0.04931 -19.29272
C 11.57426 0.69032 -18.17355
C 11.28109 2.04915 -17.88838
C 10.30585 2.66173 -18.70201
C 9.87622 1.90804 -19.85639
H 11.13815 -1.00124 -19.53367
H 12.33781 0.17897 -17.60618
H 11.75305 2.70935 -17.17579
H 9.96983 3.65301 -18.43587
H 9.24929 2.41077 -20.57794
N 7.52810 -12.85451 -18.82229
C 6.24888 -12.46812 -18.58200
C 5.44501 -11.72498 -19.46491
C 6.02687 -11.20251 -20.62843
C 7.39061 -11.51599 -20.87106
C 8.06358 -12.35282 -19.95254
H 5.84844 -12.80698 -17.63796
H 4.42416 -11.57716 -19.14488
H 5.41234 -10.59431 -21.27562
H 7.90685 -11.21267 -21.76988
H 9.07044 -12.67326 -20.17603
N 9.75172 -6.89009 -20.30460
C 10.16414 -6.14694 -19.25595
C 9.31775 -5.30526 -18.58366
C 8.02668 -5.06315 -19.10627
C 7.71697 -5.66947 -20.30530
C 8.56470 -6.62025 -20.88588
H 11.16627 -6.35630 -18.91199
H 9.55864 -4.74083 -17.69496
H 7.38521 -4.38625 -18.56154
H 6.77437 -5.67369 -20.83246
H 8.28193 -7.22809 -21.73262
C 17.41870 -5.41445 -17.77218
C 16.43323 -4.22830 -17.56655
O 15.30059 -4.51930 -17.37825
C 16.78757 -2.75816 -17.83322
H 18.21694 -5.26416 -17.04532
H 17.85031 -5.41590 -18.77309
H 16.96733 -6.39638 -17.63015
H 17.19788 -2.74076 -18.84290
H 17.57600 -2.58521 -17.10072
H 16.01548 -2.03252 -17.57743
C 9.26148 -8.95253 -29.15249
C 9.40617 -7.53248 -28.50941
O 9.16620 -6.50068 -29.28141
C 9.45613 -7.33185 -27.04574
H 9.13564 -9.70117 -28.37031
H 10.16662 -9.21290 -29.70112
H 8.36371 -8.87280 -29.76549
H 8.47979 -7.40429 -26.56657
H 9.99108 -6.39849 -26.87027
H 10.10626 -8.03469 -26.52473
C 8.08215 0.54821 -13.87306
C 7.09723 -0.48606 -13.62587
O 6.45757 -0.44193 -12.57561
C 7.03642 -1.65829 -14.60433
H 7.77043 1.35598 -14.53521
H 8.89435 0.04115 -14.39394
H 8.39726 1.02359 -12.94418
H 6.62772 -2.58797 -14.20839
H 7.98556 -1.76456 -15.12963
H 6.33026 -1.29170 -15.34934

The gap between HOMO and LUMO is 9.47 eV. For the HOMO energy, the calculation gives -0.346 Ha. The LUMO energy comes out at 0.053 eV.